Entry 1:
A molecular structure, C23H36FGaO5P at a distorted geometry. Source: the OMol25 dataset; level of theory: ωB97M-V/def2-TZVPD.

Values from the calculation:
total charge	-1
gap between HOMO and LUMO	7.903	eV
maximum force	0.056	hartree/bohr
electronic energy	-99059.0314	eV
energy above the lowest of the compared OMol25 structures with the same formula, charge and spin	0.0	kJ/mol

XYZ file:
```
67
Properties=species:S:1:pos:R:3:lowdin_charge:R:1
C -3.05 5.19 -0.62 0.025
C -3.92 4.19 -1.33 -0.491
O -4.08 4.17 -2.56 0.067
O -4.52 3.33 -0.48 -0.017
C -4.89 2.06 -1.07 -0.178
C -5.02 1.06 0.05 -0.182
C -3.66 0.72 0.69 -0.205
C -2.99 -0.46 -0.01 -0.224
C -1.45 -0.44 0.07 -0.312
C -0.88 0.76 -0.67 -0.298
Ga 1.16 0.63 -0.98 0.416
C 1.45 -0.03 -2.89 -0.254
C 2.39 0.75 -3.78 -0.502
C 2.74 0.01 -5.07 -0.065
F 1.79 1.95 -4.17 -0.059
P 2.03 2.79 -0.53 0.388
O 3.27 2.77 0.29 -0.398
O 2.18 3.79 -1.81 -0.212
O 0.90 3.60 0.33 -0.212
H -2.03 5.04 -0.95 0.084
H -3.38 6.18 -0.90 0.084
H -3.09 5.08 0.45 0.082
H -5.83 2.18 -1.60 0.123
H -4.13 1.76 -1.78 0.123
H -5.51 0.17 -0.32 0.113
H -5.65 1.52 0.81 0.109
H -3.84 0.51 1.74 0.108
H -3.05 1.61 0.65 0.093
H -3.24 -0.39 -1.06 0.102
H -3.41 -1.38 0.40 0.098
H -1.11 -0.48 1.10 0.101
H -1.12 -1.37 -0.39 0.079
H -1.03 1.63 -0.03 0.016
H -1.36 0.90 -1.63 0.049
H 1.81 -0.44 0.01 -0.052
H 0.50 -0.12 -3.44 0.052
H 1.85 -1.04 -2.84 0.045
H 3.32 0.96 -3.24 0.121
H 1.82 -0.40 -5.46 0.070
H 3.43 -0.80 -4.89 0.071
H 3.13 0.73 -5.79 0.067
H 3.01 3.61 -2.26 0.045
H 0.10 3.70 -0.19 0.020
C -1.27 -4.30 1.35 -0.089
C -1.80 -5.53 1.72 -0.103
C -1.13 -6.70 1.39 -0.111
C 0.07 -6.64 0.70 -0.107
C 0.60 -5.41 0.34 -0.093
C -0.07 -4.24 0.66 -0.081
H -1.80 -3.39 1.60 0.095
H -2.74 -5.58 2.26 0.096
H -1.54 -7.66 1.68 0.094
H 0.60 -7.55 0.45 0.095
H 1.54 -5.36 -0.20 0.101
H 0.34 -3.28 0.37 0.095
C 4.99 -0.91 4.54 -0.124
C 3.71 -1.18 4.06 -0.111
C 3.10 -0.30 3.18 -0.092
C 3.77 0.85 2.77 -0.075
C 5.04 1.11 3.25 -0.090
C 5.65 0.24 4.13 -0.118
H 5.47 -1.60 5.23 0.088
H 3.20 -2.08 4.38 0.092
H 2.11 -0.51 2.80 0.087
H 3.30 1.54 2.07 0.068
H 5.56 2.01 2.92 0.100
H 6.65 0.45 4.51 0.089
```

***

Entry 2:
C4H5ClO in the gas phase at a distorted geometry. Source: the OMol25 dataset; level of theory: ωB97M-V/def2-TZVPD.

Values from the calculation:
total charge	0
SMILES string	C=C1O[C@]1(C)Cl
gap between HOMO and LUMO	9.932	eV
maximum force	0.059	hartree/bohr
electronic energy	-18795.6928	eV
energy above the lowest of the compared OMol25 structures with the same formula, charge and spin	241.8	kJ/mol

XYZ file:
```
11
Properties=species:S:1:pos:R:3:lowdin_charge:R:1
C -0.77 -1.93 0.50 0.101
C -0.24 -0.92 -0.14 -0.300
O 0.30 -0.53 -1.37 0.094
C 0.47 0.27 -0.25 -0.556
C -0.01 1.66 -0.26 -0.049
Cl 2.50 0.20 0.45 0.306
H -1.24 -2.79 0.18 0.041
H -0.70 -1.91 1.62 0.095
H -0.05 1.90 0.76 0.069
H -1.03 1.94 -0.70 0.135
H 0.76 2.12 -0.81 0.065
```

***

Entry 3:
A molecular structure, C12H30I2NO9S3 at a distorted geometry. Source: the OMol25 dataset; level of theory: ωB97M-V/def2-TZVPD.

Values from the calculation:
total charge	-1
gap between HOMO and LUMO	5.220	eV
maximum force	0.039	hartree/bohr
electronic energy	-81554.6381	eV
energy above the lowest of the compared OMol25 structures with the same formula, charge and spin	25.8	kJ/mol

XYZ file:
```
57
Properties=species:S:1:pos:R:3:lowdin_charge:R:1
C 0.58 3.53 0.05 -0.203
C -0.68 4.34 0.25 -0.787
I -0.22 5.88 1.77 0.556
C -1.88 3.41 0.46 -0.917
N -2.35 2.97 -0.73 -0.093
I -3.50 4.45 1.75 0.297
H 0.37 2.73 -0.65 0.064
H 0.95 3.13 0.98 0.051
H 1.35 4.15 -0.38 0.056
H -0.89 4.93 -0.64 0.051
H -1.59 2.57 1.09 0.050
H -2.80 3.77 -1.18 -0.006
O -0.35 1.46 3.66 -0.266
S 0.79 1.48 4.51 0.549
O 2.09 1.69 3.96 -0.275
O 0.80 0.14 5.37 -0.270
C 0.69 -1.11 4.65 -0.252
C 1.99 -1.54 3.99 -0.075
C 0.54 2.59 5.84 -0.119
H -0.12 -1.03 3.92 0.114
H 0.40 -1.83 5.40 0.117
H 2.28 -0.86 3.19 0.073
H 1.88 -2.53 3.56 0.067
H 2.80 -1.55 4.72 0.084
H -0.44 2.40 6.27 0.074
H 0.58 3.59 5.41 0.077
H 1.33 2.45 6.57 0.071
O 2.99 -3.19 1.25 -0.282
S 3.38 -3.24 -0.13 0.550
O 4.24 -2.23 -0.65 -0.270
O 2.09 -3.37 -1.02 -0.266
C 1.02 -2.38 -0.87 -0.224
C 1.34 -1.07 -1.54 -0.063
C 4.05 -4.82 -0.49 -0.128
H 0.80 -2.26 0.19 0.115
H 0.16 -2.84 -1.34 0.110
H 2.17 -0.54 -1.05 0.074
H 0.46 -0.42 -1.51 0.085
H 1.62 -1.23 -2.58 0.084
H 3.39 -5.59 -0.10 0.071
H 5.02 -4.87 0.01 0.072
H 4.18 -4.91 -1.56 0.072
O -1.77 -2.13 -3.24 -0.284
S -1.82 -1.21 -4.34 0.542
O -0.92 -0.10 -4.37 -0.268
O -3.30 -0.73 -4.54 -0.271
C -4.03 -0.17 -3.41 -0.232
C -3.60 1.24 -3.06 -0.092
C -1.67 -2.10 -5.85 -0.128
H -3.93 -0.84 -2.56 0.114
H -5.07 -0.20 -3.73 0.115
H -2.59 1.28 -2.66 0.049
H -4.25 1.65 -2.29 0.075
H -3.64 1.88 -3.95 0.084
H -2.36 -2.94 -5.83 0.070
H -0.64 -2.45 -5.90 0.072
H -1.89 -1.43 -6.67 0.071
```

***

Entry 4:
8 unconnected molecules or ions with the total composition C30H66BF6N9O21P at a distorted geometry. Source: the OMol25 dataset; level of theory: ωB97M-V/def2-TZVPD.

Values from the calculation:
total charge	+1
gap between HOMO and LUMO	9.671	eV
maximum force	0.023	hartree/bohr
electronic energy	-114836.7882	eV

XYZ file:
```
134
Properties=species:S:1:pos:R:3:lowdin_charge:R:1
C 3.48 -0.33 -6.66 -0.053
C 3.21 -1.65 -5.95 -0.219
O 3.49 -1.47 -4.52 -0.227
P 3.35 -2.76 -3.61 0.460
O 3.51 -4.07 -4.25 -0.224
C 1.73 -2.63 -2.79 -0.153
C 1.33 -1.16 -2.66 -0.119
N 0.30 -0.78 -1.61 -0.074
C 0.33 -1.67 -0.40 -0.028
C -0.46 -2.98 -0.41 -0.242
O -1.83 -2.75 -0.27 0.038
C 0.03 -3.79 0.80 -0.552
F 1.30 -4.23 0.57 0.140
F -0.75 -4.87 0.98 0.174
F 0.03 -3.07 1.93 0.166
C -1.08 -0.69 -2.24 -0.134
C -1.40 -1.87 -3.14 -0.094
O -2.80 -2.13 -2.97 0.043
C -3.24 -3.28 -3.55 -0.680
F -4.56 -3.29 -3.51 0.204
F -2.77 -4.36 -2.87 0.150
F -2.83 -3.42 -4.82 0.174
C -1.26 0.67 -2.92 -0.292
C -2.47 0.72 -3.85 -0.164
C -2.18 0.38 -5.32 -0.061
N -1.37 1.70 -1.90 0.035
C -0.44 1.58 -0.76 -0.148
B -1.28 1.41 0.62 -0.471
C -2.53 0.49 0.80 0.026
O -0.94 2.16 1.70 0.162
C 0.71 0.65 -1.13 -0.167
C 1.96 0.65 -0.23 -0.115
C 1.92 0.47 1.30 -0.160
C 2.92 1.43 1.98 -0.151
C 2.28 2.69 2.50 -0.249
O 1.43 2.31 3.55 -0.191
C 0.72 3.37 4.17 -0.074
O 4.34 -2.50 -2.39 -0.188
C 5.13 -1.29 -2.27 -0.242
C 5.80 -1.28 -0.90 -0.051
H 4.47 -0.34 -7.10 0.080
H 3.44 0.48 -5.93 0.077
H 2.73 -0.17 -7.43 0.080
H 2.17 -1.95 -6.05 0.114
H 3.85 -2.44 -6.34 0.117
H 1.90 -3.13 -1.85 0.092
H 1.07 -3.21 -3.44 0.101
H 2.23 -0.59 -2.46 0.101
H 0.98 -0.79 -3.62 0.135
H 1.37 -1.92 -0.21 0.137
H -0.02 -1.10 0.45 0.139
H -0.23 -3.63 -1.25 0.151
H -2.33 -3.23 -0.94 0.096
H -1.80 -0.72 -1.42 0.144
H -1.17 -1.67 -4.19 0.132
H -0.86 -2.78 -2.87 0.103
H -0.38 0.89 -3.53 0.142
H -3.31 0.14 -3.47 0.117
H -2.81 1.75 -3.81 0.122
H -2.77 -0.48 -5.62 0.053
H -1.13 0.18 -5.50 0.070
H -2.52 1.19 -5.96 0.086
H -2.33 1.77 -1.59 0.109
H 0.07 2.55 -0.69 0.152
H -2.94 0.56 1.81 0.077
H -3.33 0.76 0.11 0.077
H -2.31 -0.56 0.61 0.047
H -0.25 2.81 1.53 0.084
H 1.09 1.10 -2.05 0.148
H 2.47 1.59 -0.46 0.133
H 2.64 -0.11 -0.62 0.104
H 0.95 0.62 1.77 0.103
H 2.24 -0.54 1.56 0.105
H 3.77 1.65 1.32 0.118
H 3.35 0.93 2.85 0.103
H 1.73 3.24 1.70 0.120
H 3.05 3.37 2.87 0.134
H 0.76 3.22 5.24 0.071
H -0.31 3.35 3.82 0.077
H 1.16 4.34 3.92 0.096
H 4.51 -0.40 -2.39 0.098
H 5.88 -1.28 -3.05 0.122
H 5.45 -2.11 -0.30 0.079
H 5.57 -0.36 -0.36 0.067
H 6.88 -1.34 -0.98 0.080
C -5.87 -3.01 -6.87 0.053
N -5.18 -1.70 -6.95 -0.452
O -4.35 -1.54 -7.82 0.076
O -5.50 -0.85 -6.14 0.053
H -5.49 -3.65 -7.65 0.080
H -5.67 -3.42 -5.88 0.080
H -6.93 -2.83 -6.99 0.109
C -1.59 0.05 6.65 0.058
N -0.76 1.27 6.85 -0.432
O 0.24 1.19 7.53 0.077
O -1.11 2.29 6.30 0.039
H -1.13 -0.76 7.19 0.097
H -2.58 0.28 7.02 0.101
H -1.61 -0.14 5.58 0.099
C 3.68 1.45 7.55 0.044
N 4.82 1.20 6.64 -0.465
O 4.72 1.54 5.47 0.040
O 5.80 0.68 7.11 0.069
H 2.88 1.93 7.00 0.080
H 3.36 0.49 7.94 0.092
H 4.05 2.09 8.35 0.104
C -3.11 5.41 7.22 0.059
N -2.32 6.11 6.17 -0.452
O -2.92 6.53 5.20 0.052
O -1.13 6.22 6.36 0.066
H -4.15 5.39 6.92 0.096
H -2.71 4.40 7.30 0.085
H -2.98 5.95 8.15 0.106
C -1.53 9.45 6.08 0.046
N -1.84 10.16 7.35 -0.455
O -2.23 11.30 7.28 0.075
O -1.68 9.53 8.37 0.057
H -1.72 10.12 5.25 0.098
H -0.49 9.15 6.11 0.104
H -2.18 8.58 6.03 0.057
C 4.46 -2.54 4.29 0.058
N 3.55 -1.64 5.05 -0.434
O 2.56 -1.22 4.49 0.062
O 3.89 -1.39 6.18 0.070
H 4.06 -2.68 3.30 0.084
H 5.44 -2.06 4.26 0.107
H 4.52 -3.48 4.83 0.104
C -5.23 -7.37 -6.98 0.048
N -6.12 -6.81 -8.04 -0.455
O -7.26 -7.21 -8.09 0.086
O -5.63 -5.98 -8.78 0.049
H -5.80 -8.09 -6.41 0.096
H -4.39 -7.84 -7.49 0.102
H -4.89 -6.54 -6.37 0.088
```

***

Entry 5:
7 unconnected molecules or ions with the total composition C12H16Cl18O5 at a distorted geometry. Source: the OMol25 dataset; level of theory: ωB97M-V/def2-TZVPD.

Values from the calculation:
total charge	0
SMILES string	CCOC(=O)OCCOC=O.ClC(Cl)Cl.ClC(Cl)Cl.ClC(Cl)Cl.ClC(Cl)Cl.ClC(Cl)Cl.ClC(Cl)Cl
gap between HOMO and LUMO	10.680	eV
maximum force	0.041	hartree/bohr
electronic energy	-248342.8945	eV

XYZ file:
```
51
Properties=species:S:1:pos:R:3:lowdin_charge:R:1
C 4.65 -0.59 -2.35 -0.045
C 3.85 0.47 -1.61 -0.240
O 2.99 1.16 -2.53 0.016
C 2.13 1.99 -1.90 -0.566
O 2.48 2.95 -1.25 0.165
O 0.83 1.66 -2.08 0.039
C 0.52 0.48 -1.33 -0.173
C -0.94 0.19 -1.36 -0.174
O -1.36 -0.33 -2.64 -0.023
C -1.69 -1.64 -2.60 -0.319
O -0.88 -2.53 -2.44 0.087
H 5.71 -0.42 -2.19 0.073
H 4.44 -0.54 -3.41 0.082
H 4.41 -1.57 -1.97 0.051
H 3.26 0.00 -0.83 0.026
H 4.52 1.17 -1.13 0.120
H 0.86 0.58 -0.30 0.118
H 1.04 -0.38 -1.75 0.130
H -1.55 1.02 -1.05 0.043
H -1.10 -0.59 -0.62 0.134
H -2.74 -1.88 -2.73 0.144
Cl 4.78 -3.86 0.62 0.531
C 4.11 -2.45 1.43 -1.549
Cl 5.29 -1.14 1.53 0.550
Cl 2.64 -1.90 0.61 0.570
H 3.83 -2.72 2.44 -0.089
Cl 2.22 -5.45 -0.85 0.513
C 1.72 -6.50 0.47 -1.539
Cl 2.95 -7.72 0.81 0.524
Cl 1.34 -5.57 1.92 0.495
H 0.81 -7.01 0.16 0.010
Cl -1.21 2.50 0.86 0.580
C -2.25 2.62 2.28 -1.517
Cl -3.95 2.70 1.82 0.520
Cl -1.96 1.26 3.37 0.528
H -2.00 3.53 2.81 0.015
Cl -2.12 5.87 -0.15 0.526
C -3.35 5.30 -1.28 -1.524
Cl -3.16 3.58 -1.63 0.517
Cl -4.97 5.62 -0.65 0.501
H -3.23 5.84 -2.20 0.012
Cl -7.69 3.35 0.86 0.511
C -8.61 3.83 -0.57 -1.546
Cl -8.26 5.50 -1.01 0.504
Cl -8.28 2.74 -1.92 0.528
H -9.66 3.76 -0.32 0.009
Cl 0.27 -2.48 5.08 0.535
C 1.93 -2.96 5.44 -1.521
Cl 2.18 -4.67 5.07 0.523
Cl 3.07 -1.96 4.55 0.580
H 2.10 -2.82 6.50 0.013
```

***

Entry 6:
A molecular structure, C36H35N6PTi at a distorted geometry. Source: the OMol25 dataset; level of theory: ωB97M-V/def2-TZVPD.

Values from the calculation:
total charge	+2
gap between HOMO and LUMO (alpha / beta)	6.216 / 8.577	eV
maximum force	0.055	hartree/bohr
electronic energy	-79234.9578	eV
<S²>	2.010
energy above the lowest of the compared OMol25 structures with the same formula, charge and spin	154.4	kJ/mol
2S+1	3

XYZ file:
```
79
Properties=species:S:1:pos:R:3:lowdin_charge:R:1
Ti -0.72 -0.12 -0.58 0.681
C -1.94 -2.04 -2.69 -0.144
C -2.96 -0.96 -3.03 -0.085
C -3.56 -0.33 -1.81 -0.243
C -4.90 0.07 -1.84 0.014
C -5.46 0.66 -0.72 -0.007
C -4.69 0.75 0.43 -0.016
C -3.38 0.31 0.39 -0.124
N -2.80 -0.18 -0.72 -0.005
N -0.65 -1.44 -2.31 -0.244
C 0.22 -2.48 -1.74 -0.123
C -0.20 -2.85 -0.34 -0.256
C 0.15 -4.08 0.19 0.015
C -0.15 -4.35 1.52 -0.004
C -0.82 -3.38 2.25 -0.023
C -1.15 -2.18 1.64 -0.117
N -0.85 -1.90 0.36 -0.062
C 0.00 -0.87 -3.50 -0.102
C 0.68 0.43 -3.16 -0.223
C 1.39 1.09 -4.15 0.009
C 2.03 2.28 -3.85 -0.004
C 1.95 2.74 -2.54 -0.012
C 1.21 2.03 -1.62 -0.116
N 0.53 0.89 -1.91 0.004
H -1.79 -2.70 -3.56 0.146
H -2.31 -2.65 -1.86 0.142
H -3.75 -1.39 -3.64 0.136
H -2.49 -0.17 -3.64 0.125
H -5.47 -0.06 -2.74 0.128
H -6.48 1.01 -0.74 0.124
H -5.08 1.19 1.33 0.121
H -2.77 0.35 1.29 0.112
H 1.25 -2.08 -1.68 0.136
H 0.23 -3.37 -2.38 0.150
H 0.66 -4.79 -0.43 0.129
H 0.16 -5.28 1.97 0.125
H -1.06 -3.55 3.28 0.123
H -1.67 -1.41 2.20 0.110
H -0.73 -0.68 -4.30 0.136
H 0.73 -1.58 -3.92 0.151
H 1.43 0.66 -5.14 0.130
H 2.56 2.82 -4.61 0.125
H 2.45 3.64 -2.25 0.123
H 1.16 2.39 -0.60 0.104
N 0.20 1.52 1.92 -0.096
P 1.03 0.20 1.24 1.040
C 2.71 0.82 0.86 -0.378
C 3.36 0.23 -0.21 -0.125
C 4.67 0.57 -0.51 -0.060
C 5.33 1.50 0.27 -0.052
C 4.68 2.11 1.34 -0.054
C 3.37 1.78 1.64 -0.070
C 1.36 -0.73 2.78 -0.341
C 2.49 -1.54 2.84 -0.076
C 2.78 -2.23 4.00 -0.053
C 1.94 -2.14 5.09 -0.054
C 0.79 -1.36 5.03 -0.065
C 0.50 -0.66 3.87 -0.117
C -0.71 2.27 1.21 -0.360
C -1.20 3.48 1.72 0.018
C -2.07 4.24 0.95 -0.015
C -2.41 3.77 -0.32 -0.031
C -1.90 2.56 -0.74 -0.120
N -1.10 1.79 0.01 -0.082
H 0.54 1.93 2.78 0.119
H 2.83 -0.51 -0.81 0.089
H 5.17 0.11 -1.35 0.113
H 6.36 1.75 0.06 0.115
H 5.20 2.83 1.94 0.115
H 2.87 2.24 2.48 0.107
H 3.15 -1.60 1.99 0.107
H 3.68 -2.84 4.05 0.115
H 2.18 -2.67 6.00 0.115
H 0.13 -1.30 5.87 0.114
H -0.39 -0.05 3.83 0.099
H -0.87 3.82 2.69 0.124
H -2.45 5.17 1.33 0.125
H -3.05 4.36 -0.96 0.118
H -2.14 2.18 -1.74 0.128
```

***

Entry 7:
A molecular structure, C8H6Br2N4 at a distorted geometry. Source: the OMol25 dataset; level of theory: ωB97M-V/def2-TZVPD.

Values from the calculation:
total charge	0
gap between HOMO and LUMO	9.318	eV
maximum force	0.104	hartree/bohr
electronic energy	-154435.3577	eV
energy above the lowest of the compared OMol25 structures with the same formula, charge and spin	0.0	kJ/mol

XYZ file:
```
20
Properties=species:S:1:pos:R:3:lowdin_charge:R:1
C 0.08 1.80 2.42 -0.112
C -0.74 -0.04 -3.08 -0.053
C -0.33 0.75 3.11 -0.192
C -1.56 0.65 -2.17 -0.124
C 0.60 1.34 1.24 -0.020
C 0.19 -0.73 -2.32 -0.138
C 0.55 -0.91 0.18 -0.306
C 1.17 -2.06 0.29 -1.015
N -0.20 -0.41 2.47 0.097
N -1.13 0.40 -0.95 0.081
N 0.39 -0.04 1.30 -0.115
N -0.09 -0.45 -1.04 -0.084
Br 1.09 -3.36 -1.15 0.726
Br 2.02 -2.74 1.86 0.702
H 0.06 2.80 2.77 0.097
H -0.78 0.10 -4.13 0.085
H -1.01 0.92 4.02 0.141
H -2.29 1.34 -2.53 0.097
H 1.00 1.83 0.43 0.095
H 0.97 -1.20 -2.72 0.038
```